Run i
A cluster of 2 separate species, C4H11N3O2 in total, computed with wB97M-V/def2-TZVPD.

Atoms and positions in Å:
1 C 0.069 0.892 3.882
2 N 0.527 0.055 2.815
3 C 0.545 0.421 1.604
4 N 0.006 1.587 0.937
5 N 1.157 -0.454 0.685
6 H -1.030 1.156 3.753
7 H 0.831 1.640 4.159
8 H 0.078 0.296 4.803
9 H 0.630 2.419 1.165
10 H -0.949 1.926 1.355
11 H 0.580 -0.583 -0.128
12 H 1.678 -1.181 0.904
13 C -1.201 -1.688 -1.812
14 C -0.486 -0.783 -2.622
15 O -0.296 -0.646 -3.876
16 O -0.118 0.381 -1.940
17 H -1.997 -2.416 -2.344
18 H -1.807 -0.979 -1.137
19 H -0.759 -2.344 -1.056
20 H 0.665 0.827 -2.324

The calculation puts the highest occupied orbital energy at -0.326 Ha. As for the SMILES: CN=C(N)N.CC(=O)O. The LUMO energy comes out at 0.6 eV. As for the charge: 0. The calculation puts the gap between HOMO and LUMO at 9.5 eV.



Run ii
A cluster of 2 separate species, C4H11N3O2 in total, computed with wB97M-V/def2-TZVPD.

Atoms and positions in Å:
1 H 1.652 -1.458 -1.567
2 N 1.294 -1.187 -0.667
3 C 1.643 -0.099 -0.113
4 N 1.009 0.375 0.988
5 N 2.808 0.650 -0.440
6 C 3.739 0.907 0.660
7 H 1.227 1.297 1.324
8 H 0.121 0.015 1.289
9 H 3.255 0.189 -1.216
10 H 4.757 0.779 0.285
11 H 3.623 0.222 1.500
12 H 3.695 1.941 1.007
13 C -4.410 -0.127 0.075
14 C -3.397 -0.802 -0.817
15 O -3.687 -1.587 -1.681
16 O -2.145 -0.447 -0.521
17 H -3.859 0.460 0.810
18 H -4.987 -0.927 0.525
19 H -4.996 0.587 -0.498
20 H -1.343 -0.790 -0.943

The calculation puts the highest occupied orbital energy at -0.330 Ha. As for the SMILES: [H]/N=C(/N)NC.CC(=O)O. The LUMO energy comes out at 0.7 eV. As for the charge: 0. The calculation puts the gap between HOMO and LUMO at 9.7 eV.



Run iii
A cluster of 2 separate species, C4H11N3O2 in total, computed with wB97M-V/def2-TZVPD.

Atoms and positions in Å:
1 H -1.888 2.276 2.283
2 N -1.962 1.339 1.911
3 C -1.417 1.105 0.779
4 N -0.313 1.769 0.293
5 N -2.004 0.200 -0.059
6 C -3.357 -0.230 0.200
7 H 0.303 1.336 -0.371
8 H 0.112 2.390 0.965
9 H -1.593 -0.121 -0.918
10 H -4.106 0.553 0.115
11 H -3.446 -0.724 1.163
12 H -3.596 -1.025 -0.509
13 C 2.456 -1.099 -1.405
14 C 3.060 -0.715 -0.063
15 O 2.479 0.002 0.702
16 O 4.220 -1.325 0.279
17 H 1.471 -0.642 -1.428
18 H 2.325 -2.179 -1.465
19 H 2.988 -0.741 -2.277
20 H 4.268 -2.167 -0.195

The calculation puts the highest occupied orbital energy at -0.300 Ha. As for the SMILES: [H]/N=C(\N)NC.CC(=O)O. The LUMO energy comes out at 0.3 eV. As for the charge: 0. The calculation puts the gap between HOMO and LUMO at 8.5 eV.



Run iv
A cluster of 2 separate species, C4H11N3O2 in total, computed with wB97M-V/def2-TZVPD.

Atoms and positions in Å:
1 H -1.936 -0.783 -2.538
2 N -1.339 -0.510 -1.767
3 C -0.708 -1.483 -1.265
4 N 0.416 -1.235 -0.507
5 N -0.967 -2.817 -1.550
6 C -0.658 -3.892 -0.608
7 H 0.992 -1.964 -0.196
8 H 0.851 -0.397 -0.853
9 H -1.286 -3.091 -2.458
10 H 0.273 -4.338 -0.992
11 H -1.390 -4.695 -0.642
12 H -0.500 -3.514 0.396
13 C 1.367 4.254 1.975
14 C 0.649 2.993 1.636
15 O 0.905 1.916 2.105
16 O -0.411 3.201 0.849
17 H 2.097 4.483 1.184
18 H 1.765 4.220 2.968
19 H 0.835 5.170 1.737
20 H -0.953 2.484 0.528

The calculation puts the highest occupied orbital energy at -0.315 Ha. As for the SMILES: [H]/N=C(/N)NC.CC(=O)O. The LUMO energy comes out at 0.8 eV. As for the charge: 0. The calculation puts the gap between HOMO and LUMO at 9.4 eV.



run ii is the most stable structure; the next one sits 7.9 kcal/mol above it.



Run i
The molecule C23H30N4O4, computed with wB97M-V/def2-TZVPD.

Atoms and positions in Å:
1 O -3.576 -2.011 1.507
2 C -3.398 -1.664 0.353
3 N -4.204 -0.901 -0.390
4 C -5.385 -0.235 0.089
5 C -5.272 1.305 0.067
6 C -4.756 1.856 -1.273
7 C -3.242 1.984 -1.051
8 C -3.080 1.867 0.478
9 O -4.377 1.796 1.039
10 C -2.148 -2.085 -0.432
11 O -1.937 -1.676 -1.562
12 N -1.393 -2.936 0.266
13 C -0.088 -3.379 -0.139
14 C 1.017 -2.649 0.650
15 C 2.374 -3.082 0.176
16 C 3.553 -3.213 0.852
17 C 4.527 -3.573 -0.111
18 C 3.869 -3.629 -1.299
19 O 2.569 -3.331 -1.137
20 N 0.804 -1.207 0.592
21 C 1.455 -0.476 1.663
22 C 0.931 0.964 1.646
23 N 1.187 1.619 0.385
24 C 2.369 2.315 0.168
25 C 2.508 3.098 -0.985
26 C 3.641 3.853 -1.206
27 C 4.673 3.867 -0.281
28 C 4.545 3.112 0.870
29 C 3.416 2.345 1.095
30 C 0.594 0.851 -0.688
31 C 1.115 -0.590 -0.686
32 H -3.878 -0.722 -1.333
33 H -6.248 -0.533 -0.517
34 H -5.536 -0.562 1.120
35 H -6.259 1.703 0.328
36 H -5.196 2.836 -1.452
37 H -5.011 1.208 -2.109
38 H -2.690 1.194 -1.559
39 H -2.869 2.940 -1.412
40 H -2.588 2.738 0.918
41 H -2.506 0.972 0.750
42 H -1.696 -3.094 1.220
43 H 0.007 -3.176 -1.207
44 H 0.006 -4.456 0.028
45 H 0.924 -2.929 1.708
46 H 3.707 -3.079 1.904
47 H 5.566 -3.761 0.063
48 H 4.198 -3.861 -2.292
49 H 1.202 -0.945 2.618
50 H 2.553 -0.477 1.549
51 H 1.353 1.545 2.465
52 H -0.157 0.931 1.776
53 H 1.708 3.134 -1.709
54 H 3.715 4.446 -2.106
55 H 5.558 4.459 -0.455
56 H 5.337 3.109 1.605
57 H 3.368 1.761 2.000
58 H 0.809 1.305 -1.653
59 H -0.489 0.834 -0.540
60 H 0.618 -1.142 -1.483
61 H 2.202 -0.577 -0.880

The calculation puts the highest occupied orbital energy at -0.278 Ha. As for the SMILES: O=C(NC[C@@H]1CCCO1)C(=O)NC[C@@H](c1ccco1)N1CCN(c2ccccc2)CC1. The LUMO energy comes out at 0.7 eV. As for the charge: 0. The calculation puts the gap between HOMO and LUMO at 8.3 eV.



Run ii
The molecule C23H30N4O4, computed with wB97M-V/def2-TZVPD.

Atoms and positions in Å:
1 C -9.434 0.411 -0.950
2 C -8.944 1.006 0.368
3 O -7.706 1.674 0.237
4 C -6.555 0.952 0.122
5 C -6.440 -0.427 0.249
6 C -5.207 -1.045 0.130
7 C -4.064 -0.297 -0.119
8 N -2.797 -0.870 -0.261
9 C -2.411 -2.159 -0.121
10 O -3.128 -3.099 0.144
11 C -0.910 -2.323 -0.382
12 N -0.179 -1.116 -0.047
13 C -0.029 -0.963 1.391
14 C 0.600 0.391 1.702
15 N 1.902 0.472 1.066
16 C 2.620 1.688 1.399
17 C 4.078 1.592 0.951
18 O 4.715 2.542 0.561
19 N 4.567 0.336 1.095
20 C 5.825 -0.082 0.616
21 C 6.710 -0.741 1.453
22 C 7.960 -1.120 0.994
23 C 8.328 -0.824 -0.305
24 C 7.445 -0.184 -1.159
25 C 6.178 0.176 -0.720
26 O 5.209 0.727 -1.500
27 C 5.562 1.201 -2.776
28 C 1.747 0.324 -0.372
29 C 1.125 -1.034 -0.680
30 C -4.177 1.088 -0.242
31 C -5.403 1.702 -0.124
32 H -8.743 -0.345 -1.315
33 H -9.514 1.194 -1.700
34 H -10.411 -0.043 -0.806
35 H -8.890 0.236 1.147
36 H -9.636 1.784 0.702
37 H -7.302 -1.045 0.445
38 H -5.129 -2.114 0.230
39 H -2.030 -0.229 -0.443
40 H -0.795 -2.522 -1.452
41 H -0.557 -3.212 0.164
42 H 0.610 -1.761 1.808
43 H -1.013 -1.030 1.860
44 H -0.073 1.193 1.353
45 H 0.728 0.493 2.782
46 H 2.611 1.817 2.486
47 H 2.178 2.590 0.946
48 H 3.937 -0.350 1.486
49 H 6.414 -0.943 2.471
50 H 8.646 -1.631 1.653
51 H 9.307 -1.099 -0.667
52 H 7.750 0.020 -2.174
53 H 4.673 1.697 -3.161
54 H 5.838 0.380 -3.448
55 H 6.381 1.922 -2.720
56 H 1.100 1.118 -0.783
57 H 2.728 0.398 -0.845
58 H 1.800 -1.831 -0.325
59 H 1.000 -1.140 -1.760
60 H -3.295 1.682 -0.435
61 H -5.499 2.772 -0.217

The calculation puts the highest occupied orbital energy at -0.288 Ha. As for the SMILES: CCOc1ccc(NC(=O)CN2CCN(CC(=O)Nc3ccccc3OC)CC2)cc1. The LUMO energy comes out at 0.7 eV. As for the charge: 0. The calculation puts the gap between HOMO and LUMO at 8.5 eV.



run ii is the most stable structure; the next one sits 2.8 kcal/mol above it.



Run i
The molecule C6H11NO, computed with wB97M-V/def2-TZVPD.

Atoms and positions in Å:
1 H 1.777 -1.436 1.363
2 N 1.207 -1.765 0.568
3 C 0.612 -0.733 0.052
4 C -0.336 -0.916 -1.069
5 C -1.666 -0.857 -0.907
6 C -2.413 -0.631 0.368
7 C 0.880 0.681 0.588
8 C 1.236 1.669 -0.513
9 O 1.963 0.621 1.521
10 H 0.108 -1.149 -2.030
11 H -2.289 -1.023 -1.785
12 H -2.925 0.336 0.334
13 H -1.771 -0.651 1.253
14 H -3.169 -1.413 0.494
15 H -0.005 1.023 1.134
16 H 2.105 1.322 -1.084
17 H 1.504 2.640 -0.084
18 H 0.407 1.814 -1.212
19 H 2.777 0.468 1.008

The calculation puts the highest occupied orbital energy at -0.353 Ha. As for the SMILES: [H]/N=C(/C=C\C)[C@H](C)O. The LUMO energy comes out at 0.9 eV. As for the charge: 0. The calculation puts the gap between HOMO and LUMO at 10.5 eV.



Run ii
The molecule C6H11NO, computed with wB97M-V/def2-TZVPD.

Atoms and positions in Å:
1 C 2.919 -1.241 1.280
2 C 1.701 -1.074 0.879
3 C 1.101 -0.532 -0.372
4 C -0.397 -0.752 -0.334
5 C -0.973 0.301 0.629
6 O -0.647 0.512 1.801
7 N -1.829 1.221 0.128
8 C -2.131 1.632 -1.304
9 H 3.733 -1.039 0.677
10 H 3.244 -1.570 2.244
11 H 0.796 -1.402 1.584
12 H 1.508 -1.151 -1.217
13 H 1.342 0.572 -0.482
14 H -0.933 -0.639 -1.326
15 H -0.662 -1.771 -0.043
16 H -2.212 1.805 0.791
17 H -1.185 1.489 -1.891
18 H -2.487 2.668 -1.271
19 H -2.886 0.971 -1.774

The calculation puts the highest occupied orbital energy at -0.338 Ha. As for the SMILES: C=CCCC(=O)NC. The LUMO energy comes out at 0.8 eV. As for the charge: 0. The calculation puts the gap between HOMO and LUMO at 10.0 eV.



Run iii
A structure of composition C6H11NO, computed with wB97M-V/def2-TZVPD.

Atoms and positions in Å:
1 C -1.337 -0.791 -0.866
2 N -0.880 2.024 -0.626
3 C -0.475 1.184 0.489
4 C -0.814 -0.271 0.439
5 H -0.669 2.992 -0.397
6 H -0.273 1.820 -1.422
7 H -0.762 1.635 1.440
8 H -1.332 -0.650 1.319
9 H -2.279 -0.280 -1.091
10 H -1.509 -1.868 -0.831
11 H -0.628 -0.551 -1.665
12 C 1.104 0.879 0.470
13 C 0.792 -1.018 0.804
14 C 1.468 -1.809 -0.042
15 O 1.732 1.175 -0.573
16 H 1.526 1.044 1.477
17 H 0.775 -1.288 1.859
18 H 1.945 -2.725 0.288
19 H 1.615 -1.503 -1.072

The calculation puts the highest occupied orbital energy at -0.313 Ha. The LUMO energy comes out at -0.3 eV. As for the charge: 0. The calculation puts the gap between HOMO and LUMO at 8.2 eV.



run i is the most stable structure; the next one sits 7.3 kcal/mol above it.



Run i
The molecule C6H11NO, computed with wB97M-V/def2-TZVPD.

Atoms and positions in Å:
1 C -2.391 1.615 -0.427
2 C -1.316 0.653 -0.009
3 O -1.717 -0.310 0.915
4 C -0.003 0.895 -0.260
5 C 0.984 -0.135 -0.076
6 C 2.290 0.250 0.555
7 C 0.637 -1.385 -0.488
8 N 1.345 -2.551 -0.308
9 H -2.788 2.155 0.440
10 H -3.218 1.071 -0.895
11 H -2.024 2.360 -1.139
12 H -2.552 -0.032 1.323
13 H 0.320 1.814 -0.747
14 H 2.151 0.994 1.348
15 H 2.809 -0.590 1.027
16 H 2.964 0.675 -0.197
17 H -0.176 -1.527 -1.199
18 H 1.906 -2.562 0.537
19 H 0.780 -3.389 -0.399

The calculation puts the highest occupied orbital energy at -0.258 Ha. As for the SMILES: C/C(O)=C/C(C)=C/N. The LUMO energy comes out at 0.9 eV. As for the charge: 0. The calculation puts the gap between HOMO and LUMO at 7.9 eV.



Run ii
A structure of composition C6H11NO, computed with wB97M-V/def2-TZVPD.

Atoms and positions in Å:
1 C 1.639 0.412 0.550
2 C 0.619 -0.604 0.389
3 C -0.406 -0.302 1.404
4 C -0.587 1.416 -0.016
5 C -0.621 0.099 -0.921
6 C 0.585 -0.867 -1.182
7 H 1.340 1.545 -0.182
8 H 2.790 -0.193 0.054
9 H 1.746 0.459 1.912
10 H -1.372 -0.986 1.178
11 H 0.058 -0.592 2.281
12 H -1.410 1.852 -0.354
13 H 0.428 1.874 -0.432
14 H -2.475 -0.572 -0.183
15 H -1.719 -1.606 -1.739
16 H 1.450 -0.463 -1.597
17 H 0.554 -2.027 -1.478
18 N -1.818 -0.583 -0.962
19 O -0.798 1.138 1.280

The calculation puts the highest occupied orbital energy at -0.259 Ha. The LUMO energy comes out at 0.6 eV. As for the charge: 0. The calculation puts the gap between HOMO and LUMO at 7.7 eV.



Run iii
A structure of composition C6H11NO, computed with wB97M-V/def2-TZVPD.

Atoms and positions in Å:
1 C 1.915 -0.015 -0.593
2 C -1.866 -0.524 0.990
3 N 0.010 -2.298 -0.504
4 C 0.614 -0.192 0.035
5 C -0.553 -0.201 0.443
6 C -0.013 1.699 0.997
7 C -0.312 2.693 0.183
8 O 0.375 -2.322 -1.906
9 H -0.481 -2.394 -2.345
10 H 0.835 -2.726 -0.076
11 H 0.264 1.800 2.042
12 H 1.931 -0.664 -1.475
13 H 2.078 1.020 -0.893
14 H 2.720 -0.308 0.086
15 H -1.882 -0.375 2.072
16 H -2.631 0.119 0.548
17 H -2.087 -1.563 0.745
18 H -0.591 2.517 -0.854
19 H -0.326 3.734 0.506

The calculation puts the highest occupied orbital energy (alpha / beta) at -0.247 / -0.223 Ha. The LUMO energy (alpha / beta) comes out at 1.0 / 1.0 eV. As for the charge: 0. The calculation puts the gap between HOMO and LUMO (alpha / beta) at 7.7 / 7.0 eV.



run i is the most stable structure; the next one sits 165.8 kcal/mol above it.